(1)
{
  "formula": "C26H22N2O14",
  "method": "ωB97M-V/def2-TZVPD",
  "symbols": ["C", "C", "O", "O", "C", "C", "C", "C", "N", "C", "C", "N", "H", "H", "H", "H", "H", "H", "H", "H", "H", "H", "O", "C", "C", "C", "O", "C", "O", "C", "C", "O", "H", "H", "H", "H", "O", "C", "C", "C", "O", "C", "O", "C", "C", "O", "H", "H", "H", "H", "O", "C", "C", "C", "O", "C", "O", "C", "C", "O", "H", "H", "H", "H"],
  "positions_angstrom": [[3.94538, -3.19637, 1.53037], [3.68810, -4.57097, 0.93973], [4.43332, -5.05857, 0.14430], [2.57538, -5.27680, 1.36267], [1.43235, -5.06362, 0.55037], [1.03161, -3.57723, 0.43555], [-0.41193, -3.38084, -0.00507], [-0.57629, -1.93811, -0.33806], [-0.65568, -0.79948, -0.46013], [-1.43187, -3.81790, 1.08191], [-2.69792, -3.06539, 1.01235], [-3.61800, -2.41019, 0.81135], [3.50375, -2.48278, 0.83189], [3.37989, -3.10140, 2.45747], [5.00219, -3.00880, 1.65943], [0.61500, -5.58761, 1.05043], [1.55230, -5.52736, -0.43151], [1.23328, -3.12206, 1.40679], [1.70991, -3.09357, -0.26933], [-0.61599, -3.94521, -0.91494], [-1.00277, -3.73155, 2.07904], [-1.63907, -4.87617, 0.93085], [-9.58452, -0.25053, 1.89617], [-8.72373, -0.09035, 1.05056], [-8.89098, 0.77502, -0.10979], [-7.90289, 0.88639, -1.00395], [-7.99257, 1.66093, -2.08564], [-6.61087, 0.13874, -0.85362], [-5.76842, 0.27781, -1.71980], [-6.43370, -0.71043, 0.31759], [-7.42341, -0.81746, 1.21149], [-7.32818, -1.57667, 2.30649], [-9.82661, 1.30684, -0.20920], [-7.14569, 1.55395, -2.55703], [-5.49003, -1.23454, 0.42645], [-8.17777, -1.47601, 2.77238], [2.08838, 2.81696, 3.77490], [2.39710, 2.10729, 2.83724], [3.67078, 1.40260, 2.74955], [3.94306, 0.65640, 1.67544], [5.08482, -0.02277, 1.53463], [2.97153, 0.51329, 0.54389], [3.29498, -0.18323, -0.40503], [1.68948, 1.19046, 0.64337], [1.41550, 1.94050, 1.71642], [0.26199, 2.59046, 1.86472], [4.36435, 1.51328, 3.57110], [5.02054, -0.45821, 0.66481], [0.98735, 1.06052, -0.16840], [0.32384, 3.05444, 2.71941], [3.14992, 5.94888, -5.07047], [3.30359, 5.21613, -4.11271], [3.64492, 3.80457, -4.22339], [3.78024, 3.06185, -3.11835], [4.08270, 1.76457, -3.15701], [3.59116, 3.64388, -1.74929], [3.72184, 2.90368, -0.79245], [3.26670, 5.05741, -1.63566], [3.13244, 5.79988, -2.74095], [2.83960, 7.09785, -2.70480], [3.77638, 3.39660, -5.21538], [4.09944, 1.45505, -2.23137], [3.14556, 5.46748, -0.64297], [2.79821, 7.38848, -3.63479]],
  "forces_ev_per_angstrom": [[-1.2, -0.5, 0.2], [0.9, -0.1, -0.3], [-0.1, -0.1, -0.1], [0.0, 0.7, 0.1], [-1.0, 0.1, 0.1], [1.0, -0.8, 0.0], [-0.3, 1.0, -0.1], [0.0, -0.3, 0.4], [0.0, -0.2, -0.2], [-0.2, -0.1, -0.1], [0.4, -0.1, -0.4], [0.1, -0.3, 0.3], [0.3, 0.1, 0.0], [0.3, 0.1, 0.1], [0.1, 0.0, 0.0], [0.2, -0.2, 0.1], [0.2, 0.1, -0.1], [-0.4, 0.2, 0.0], [-0.2, 0.1, -0.1], [0.0, 0.0, -0.1], [0.0, 0.2, 0.0], [-0.2, 0.0, 0.1], [0.1, -0.1, 0.2], [-0.3, 0.4, -0.3], [-0.1, -0.1, 0.2], [-0.4, 0.3, -0.2], [0.2, -0.2, 0.2], [0.3, -0.4, 0.4], [-0.1, 0.2, -0.2], [0.2, 0.0, -0.2], [0.4, -0.3, 0.1], [-0.2, 0.2, -0.2], [0.0, 0.0, 0.0], [0.1, 0.0, -0.1], [-0.2, 0.1, 0.0], [-0.1, 0.0, 0.1], [-0.2, 0.1, 0.0], [0.5, -0.2, 0.1], [-0.1, 0.1, 0.2], [0.4, 0.0, 0.3], [-0.3, 0.1, -0.1], [-0.7, 0.3, -0.1], [0.3, -0.2, 0.0], [0.2, -0.2, -0.2], [-0.4, 0.0, -0.3], [0.3, 0.0, 0.1], [0.0, 0.0, 0.0], [0.1, 0.0, -0.1], [0.0, 0.0, 0.0], [0.0, 0.1, 0.1], [0.0, 0.2, 0.1], [0.1, -0.5, -0.3], [0.0, 0.2, -0.1], [0.1, -0.4, -0.4], [-0.1, 0.3, 0.2], [-0.1, 0.5, 0.2], [0.1, -0.1, 0.0], [0.1, -0.2, 0.2], [-0.1, 0.3, 0.4], [0.1, -0.2, -0.2], [0.0, 0.0, 0.0], [0.0, -0.1, 0.0], [0.0, 0.0, 0.0], [0.0, 0.0, -0.1]],
  "multiplicity": 1,
  "homo_ev": -9.390,
  "charge": 0,
  "e_lumo_ev": -1.6,
  "smiles": "CC(=O)OCC[C@H](C#N)CC#N.O=C1C=C(O)C(=O)C=C1O.O=C1C=C(O)C(=O)C=C1O.O=C1C=C(O)C(=O)C=C1O",
  "total_energy_ha": -2166.795012,
  "homo_lumo_gap_ha": 0.2860
}

---

(2)
{
  "formula": "C26H23AsBiBrN8O10S3",
  "method": "ωB97M-V/def2-TZVPD",
  "symbols": ["Bi", "N", "C", "C", "C", "C", "C", "C", "S", "O", "O", "N", "C", "N", "C", "C", "C", "N", "H", "H", "H", "H", "H", "H", "H", "H", "H", "N", "C", "C", "C", "C", "C", "C", "S", "O", "O", "N", "C", "N", "C", "C", "C", "N", "H", "H", "H", "H", "H", "H", "H", "H", "H", "O", "As", "O", "O", "C", "C", "C", "C", "C", "C", "S", "O", "O", "O", "H", "H", "H", "H", "H", "Br"],
  "positions_angstrom": [[-0.12631, -1.89912, 0.10846], [3.55851, 1.49785, -5.10607], [2.75098, 0.36175, -4.91604], [1.55054, 0.20536, -5.60372], [0.70637, -0.85174, -5.30703], [1.08213, -1.78000, -4.35059], [2.31255, -1.67593, -3.71442], [3.14863, -0.61726, -4.00552], [-0.04590, -3.01305, -3.79477], [-1.01483, -3.24545, -4.83840], [0.73891, -4.12854, -3.34330], [-0.71835, -2.34493, -2.47793], [-1.64669, -1.37617, -2.56909], [-1.98148, -0.73954, -3.71373], [-2.90883, 0.19247, -3.62053], [-3.54282, 0.55090, -2.43720], [-3.11866, -0.11959, -1.30202], [-2.19470, -1.06648, -1.35866], [3.01002, 2.27209, -5.45394], [3.94998, 1.77617, -4.21278], [1.24269, 0.96125, -6.31897], [-0.26326, -0.94783, -5.77879], [2.58877, -2.41291, -2.96963], [4.08170, -0.49670, -3.46769], [-3.16311, 0.69753, -4.55044], [-4.30072, 1.31984, -2.39956], [-3.50739, 0.10269, -0.31664], [-0.17008, 4.75596, 2.81236], [0.34044, 4.04575, 1.71975], [1.70404, 3.79201, 1.59754], [2.18030, 2.97787, 0.58596], [1.29587, 2.41331, -0.32269], [-0.05091, 2.74998, -0.28050], [-0.51976, 3.58388, 0.71942], [1.84255, 1.19922, -1.48205], [3.17782, 1.57669, -1.89626], [0.81709, 1.11067, -2.49072], [1.80713, -0.20485, -0.69599], [2.59834, -0.50007, 0.35778], [3.60776, 0.25707, 0.82209], [4.22705, -0.19442, 1.90344], [3.90680, -1.37315, 2.55676], [2.85836, -2.09635, 2.00938], [2.23827, -1.67850, 0.92770], [0.47592, 4.69527, 3.58784], [-1.01605, 4.29432, 3.12701], [2.38587, 4.17848, 2.34719], [3.23097, 2.73597, 0.51281], [-0.72062, 2.33761, -1.02665], [-1.57075, 3.85676, 0.76395], [5.03269, 0.43339, 2.27768], [4.42558, -1.69801, 3.44590], [2.50081, -3.03006, 2.43289], [-2.20083, 0.95406, 1.46304], [-1.10156, 0.45866, 2.78514], [-0.62908, 1.82565, 3.55962], [0.07111, -0.46841, 2.04284], [-2.40030, -0.48393, 3.85138], [-3.56564, 0.22915, 4.12644], [-4.56583, -0.31786, 4.91199], [-4.39872, -1.59566, 5.43658], [-3.24106, -2.30767, 5.18211], [-2.22854, -1.75180, 4.39673], [-1.12940, -3.63706, 2.88500], [-2.18212, -4.55757, 3.30118], [-1.08403, -2.45430, 4.18986], [-1.64627, -2.76171, 1.75892], [-1.81776, 1.76760, 1.10606], [-3.68469, 1.22096, 3.70765], [-5.47013, 0.24464, 5.11106], [-5.17885, -2.03994, 6.04414], [-3.09068, -3.30831, 5.56321], [0.75015, -4.45798, 0.08348]],
  "forces_ev_per_angstrom": [[0.1, -0.1, 0.3], [0.0, 0.1, 0.1], [-0.1, -0.1, 0.0], [0.0, 0.0, 0.0], [0.0, 0.0, -0.1], [0.0, 0.0, 0.0], [0.0, 0.0, 0.0], [0.0, 0.0, 0.0], [0.0, 0.1, 0.0], [0.0, 0.0, 0.0], [0.0, 0.0, 0.0], [-0.1, 0.0, 0.0], [0.0, 0.0, 0.0], [0.0, -0.1, 0.1], [0.0, 0.0, 0.0], [0.0, 0.0, 0.0], [0.1, -0.1, -0.1], [0.0, 0.2, 0.0], [0.0, 0.0, 0.0], [0.0, 0.0, 0.0], [0.0, 0.0, 0.0], [0.1, 0.0, 0.0], [0.0, 0.0, 0.0], [0.0, 0.0, 0.0], [0.0, 0.0, 0.0], [0.0, 0.0, 0.0], [0.0, 0.0, 0.0], [-0.1, 0.0, 0.1], [0.1, -0.1, -0.1], [0.0, 0.0, 0.0], [0.0, 0.0, 0.0], [0.0, 0.0, 0.0], [0.0, 0.0, 0.0], [0.0, 0.1, 0.0], [0.1, -0.1, 0.0], [0.0, 0.0, 0.0], [0.0, 0.0, 0.0], [0.0, 0.1, 0.1], [0.0, -0.1, -0.1], [0.0, 0.0, -0.1], [0.0, 0.0, 0.0], [0.0, 0.0, 0.0], [0.1, -0.1, 0.0], [-0.1, 0.2, 0.0], [0.0, 0.0, 0.0], [0.0, 0.0, 0.0], [0.0, 0.0, 0.0], [0.0, 0.0, 0.0], [0.0, 0.0, 0.0], [0.0, 0.0, 0.0], [0.0, 0.0, 0.0], [0.0, 0.0, 0.0], [0.0, 0.0, 0.0], [-0.1, 0.0, 0.1], [0.0, 0.0, 0.0], [0.0, 0.0, 0.0], [0.0, -0.1, -0.2], [0.0, 0.1, 0.0], [0.0, 0.0, 0.0], [0.0, 0.0, 0.0], [0.0, 0.0, 0.0], [0.0, 0.0, 0.0], [0.1, -0.1, 0.0], [-0.1, 0.0, 0.0], [0.0, 0.1, 0.0], [-0.1, 0.1, 0.0], [0.1, -0.1, -0.1], [0.0, -0.1, 0.0], [0.0, 0.0, 0.0], [0.0, 0.0, 0.0], [0.0, 0.0, 0.0], [0.0, 0.0, 0.0], [0.1, -0.2, 0.1]],
  "de_lowest_ev": 1.225,
  "multiplicity": 1,
  "homo_ev": -3.327,
  "charge": -2,
  "e_lumo_ev": 4.4,
  "total_energy_ha": -8414.239071,
  "homo_lumo_gap_ha": 0.2829
}